1.
C5H11BN as an isolated structure, computed with ωB97M-V/def2-TZVPD.

LUMO energy, eV: -4.073
E_tot, a.u.: -276.3529
HOMO-LUMO gap, eV: 10.73
Highest occupied orbital energy, Eh: -0.5439
Relative energy (zero: lowest compared OMol25 entry of this formula, charge and spin), eV: 2.205

Geometry as ORCA input:
```
! wB97M-V def2-TZVPD RIJCOSX def2/J DEFGRID3
* xyz 1 1
B 1.445 0.845 0.969
C -1.036 1.324 0.347
C -1.191 0.261 -0.386
C 0.322 1.876 0.831
C 0.824 -0.703 0.558
C -0.325 -1.936 -1.176
N 0.038 -0.602 -0.698
H 1.419 -1.553 0.196
H -1.983 1.863 0.554
H -2.130 -0.074 -0.764
H 0.045 2.374 1.779
H 0.372 2.774 0.142
H 0.244 -0.824 1.541
H 2.632 1.567 1.369
H 0.464 -2.449 -1.843
H -0.544 -2.515 -0.267
H -1.238 -2.125 -1.801
H 0.641 -0.105 -1.351
*
```

---

2.
A 7-piece molecular cluster, C21H60O19P4 overall, computed with ωB97M-V/def2-TZVPD.

LUMO energy, eV: 0.361
E_tot, a.u.: -3631.3948
HOMO-LUMO gap, eV: 10.49
SMILES: COP(=O)(OC)OC.COP(=O)(OC)OC.COP(=O)(OC)OC.COP(=O)(OC)OC.CC(C)O.CC(C)O.CC(C)O
Highest occupied orbital energy, Eh: -0.3724
Relative energy (zero: lowest compared OMol25 entry of this formula, charge and spin), eV: 0.000

Geometry as ORCA input:
```
! wB97M-V def2-TZVPD RIJCOSX def2/J DEFGRID3
* xyz 0 1
C -2.689 1.337 -0.635
O -3.300 0.060 -0.848
P -4.279 0.045 -2.081
O -5.314 1.086 -1.921
O -3.231 0.273 -3.282
C -3.737 0.296 -4.657
O -4.744 -1.458 -2.219
C -5.886 -1.940 -1.489
H -2.177 1.810 -1.480
H -2.131 1.189 0.288
H -3.523 2.037 -0.374
H -3.827 -0.720 -5.028
H -2.988 0.961 -5.161
H -4.688 0.895 -4.668
H -6.523 -2.421 -2.196
H -6.377 -1.034 -1.089
H -5.538 -2.625 -0.725
C 4.860 -0.374 3.882
O 5.051 0.610 4.904
P 4.007 0.730 6.069
O 3.821 -0.410 6.984
O 4.570 1.972 6.828
C 4.521 3.305 6.248
O 2.720 1.323 5.408
C 1.434 0.653 5.319
H 5.798 -0.470 3.411
H 4.199 0.058 3.121
H 4.653 -1.348 4.270
H 4.399 3.974 7.103
H 3.623 3.369 5.583
H 5.503 3.543 5.854
H 1.643 -0.225 4.760
H 0.786 1.375 4.884
H 1.090 0.340 6.311
C 5.931 2.787 -3.417
O 4.861 1.819 -3.058
P 4.091 2.010 -1.676
O 3.154 0.905 -1.478
O 5.200 2.069 -0.583
C 5.832 0.815 -0.250
O 3.594 3.464 -1.759
C 2.598 3.805 -0.774
H 6.068 3.641 -2.797
H 5.531 3.221 -4.339
H 6.837 2.244 -3.575
H 6.207 0.294 -1.139
H 5.093 0.156 0.233
H 6.639 1.169 0.452
H 3.067 3.710 0.177
H 1.664 3.249 -0.741
H 2.388 4.810 -0.939
C -3.085 -5.952 -4.004
O -2.171 -4.818 -3.988
P -2.319 -3.930 -5.278
O -3.576 -3.892 -6.013
O -2.087 -2.512 -4.703
C -1.035 -2.201 -3.769
O -0.963 -4.410 -6.036
C -0.581 -3.713 -7.253
H -4.121 -5.660 -4.048
H -2.808 -6.488 -3.135
H -2.892 -6.555 -4.816
H -1.045 -2.741 -2.798
H -1.183 -1.130 -3.542
H -0.060 -2.270 -4.278
H -0.447 -2.638 -7.042
H -1.401 -3.870 -7.989
H 0.271 -4.268 -7.676
C -2.942 -4.660 2.844
C -2.493 -3.338 2.219
C -3.525 -2.817 1.179
O -2.390 -2.351 3.201
H -3.035 -5.323 2.007
H -3.920 -4.434 3.341
H -2.274 -5.080 3.542
H -1.592 -3.526 1.631
H -3.795 -3.600 0.468
H -3.165 -1.945 0.589
H -4.468 -2.507 1.654
H -1.541 -2.484 3.680
C -2.255 4.457 1.209
C -1.090 5.287 1.776
C -0.861 4.954 3.227
O 0.008 4.937 0.972
H -2.506 4.651 0.168
H -3.078 4.667 1.814
H -1.972 3.377 1.232
H -1.346 6.339 1.751
H -0.882 3.874 3.459
H -1.654 5.392 3.801
H 0.058 5.389 3.568
H -0.312 4.890 0.075
C 0.170 -1.688 0.454
C 1.356 -0.815 0.724
C 0.956 0.651 0.564
O 1.857 -1.006 2.036
H -0.265 -1.536 -0.501
H -0.594 -1.443 1.179
H 0.541 -2.732 0.543
H 2.248 -0.980 0.057
H 0.160 0.966 1.255
H 0.730 0.855 -0.482
H 1.805 1.255 0.789
H 1.091 -1.015 2.634
*
```

---

3.
One molecule with the formula C9H8N4, computed with ωB97M-V/def2-TZVPD.

LUMO energy, eV: 0.508
E_tot, a.u.: -566.7724
HOMO-LUMO gap, eV: 9.39
SMILES: Nc1ncc(-c2ccncc2)cn1
Highest occupied orbital energy, Eh: -0.3263
Relative energy (zero: lowest compared OMol25 entry of this formula, charge and spin), eV: 1.075

Geometry as ORCA input:
```
! wB97M-V def2-TZVPD RIJCOSX def2/J DEFGRID3
* xyz 0 1
N 4.386 -0.031 -0.214
C 3.025 -0.055 -0.073
N 2.476 1.001 0.494
C 1.134 1.098 0.421
C 0.331 -0.027 0.089
C -1.187 0.023 0.103
C -1.833 -1.148 0.460
C -3.217 -1.077 0.295
N -3.940 -0.071 -0.176
C -3.286 1.025 -0.446
C -1.855 1.179 -0.327
C 1.015 -1.055 -0.468
N 2.334 -1.150 -0.440
H 4.783 0.912 0.136
H 4.983 -0.827 -0.040
H 0.774 2.065 0.665
H -1.343 -1.979 0.886
H -3.759 -1.938 0.749
H -3.964 1.902 -0.818
H -1.346 2.093 -0.500
H 0.489 -1.940 -0.793
*
```

---

4.
A 5-piece molecular cluster, C25H58BN4O4 overall, computed with ωB97M-V/def2-TZVPD.

LUMO energy, eV: 1.943
E_tot, a.u.: -1532.1941
HOMO-LUMO gap, eV: 6.07
Highest occupied orbital energy, Eh: -0.1515

Geometry as ORCA input:
```
! wB97M-V def2-TZVPD RIJCOSX def2/J DEFGRID3
* xyz -1 1
B 0.397 4.439 -1.589
C -1.197 4.013 -1.434
C -1.585 3.569 0.039
C -1.790 2.007 0.102
C -0.415 1.289 0.358
C -0.446 -0.160 -0.235
C 0.948 -0.894 -0.284
C 2.048 -0.268 0.626
C 1.687 -0.550 2.137
C 2.423 0.435 3.121
C 2.785 -0.377 4.417
C 3.210 0.515 5.629
C 2.025 1.195 6.403
C 0.684 0.391 6.414
H 0.599 5.296 -2.389
H 1.044 3.450 -1.900
H 0.833 4.802 -0.510
H -1.354 3.119 -2.095
H -1.850 4.843 -1.801
H -2.499 4.127 0.354
H -0.782 3.808 0.771
H -2.235 1.643 -0.855
H -2.530 1.713 0.892
H -0.204 1.275 1.453
H 0.397 1.887 -0.114
H -1.229 -0.744 0.290
H -0.789 -0.058 -1.293
H 1.273 -0.954 -1.343
H 0.774 -1.929 0.096
H 3.034 -0.771 0.462
H 2.225 0.809 0.430
H 0.596 -0.500 2.321
H 2.044 -1.585 2.348
H 3.384 0.765 2.662
H 1.791 1.323 3.321
H 3.684 -0.985 4.144
H 2.005 -1.131 4.671
H 3.825 1.344 5.202
H 3.869 -0.084 6.289
H 2.351 1.269 7.470
H 1.852 2.249 6.092
H 0.358 0.018 5.427
H 0.712 -0.401 7.195
H -0.112 1.099 6.753
C -2.374 -3.990 2.455
C -1.395 -3.999 1.310
O -1.326 -3.079 0.507
N -0.573 -5.072 1.183
C -0.498 -6.252 2.017
H -2.954 -3.071 2.418
H -3.058 -4.836 2.376
H -1.842 -4.026 3.408
H 0.052 -5.006 0.395
H 0.514 -6.325 2.423
H -0.694 -7.126 1.394
H -1.212 -6.224 2.835
C 1.322 -7.427 -2.913
C 0.013 -6.971 -2.325
O -0.266 -7.144 -1.146
N -0.870 -6.348 -3.146
C -0.729 -6.049 -4.557
H 1.914 -7.902 -2.135
H 1.147 -8.154 -3.708
H 1.881 -6.574 -3.301
H -1.721 -6.071 -2.681
H -0.810 -4.970 -4.697
H -1.541 -6.537 -5.102
H 0.223 -6.391 -4.951
C -6.832 1.830 -2.178
C -6.749 0.556 -2.977
O -7.634 0.214 -3.752
N -5.648 -0.221 -2.814
C -4.502 0.009 -1.951
H -7.764 2.338 -2.416
H -6.819 1.609 -1.110
H -6.002 2.491 -2.433
H -5.662 -1.054 -3.380
H -3.605 0.050 -2.570
H -4.414 -0.828 -1.256
H -4.592 0.934 -1.391
C 4.327 6.844 -4.529
C 3.350 6.353 -3.487
O 2.255 5.920 -3.771
N 3.726 6.403 -2.178
C 4.973 6.876 -1.617
H 3.878 6.737 -5.513
H 4.559 7.899 -4.366
H 5.244 6.251 -4.500
H 3.013 6.053 -1.547
H 5.441 6.060 -1.061
H 4.760 7.695 -0.926
H 5.657 7.224 -2.386
*
```

---

5.
C44H47ClCsN5O9S2 as an isolated structure, computed with ωB97M-V/def2-TZVPD.

LUMO energy, eV: 2.876
E_tot, a.u.: -3932.6170
HOMO-LUMO gap, eV: 4.60
Highest occupied orbital energy, Eh: -0.0633

Geometry as ORCA input:
```
! wB97M-V def2-TZVPD RIJCOSX def2/J DEFGRID3
* xyz -2 1
Cs 0.051 -1.257 -1.924
O 3.413 -1.269 -5.053
C 3.046 -1.498 -3.888
O 1.940 -1.878 -3.436
C 4.181 -1.346 -2.791
C 4.162 -2.527 -1.807
C 5.464 -2.474 -0.966
C 5.138 -1.313 0.005
C 3.725 -0.912 -0.489
O 3.172 -2.173 -0.848
C 3.902 -0.176 -1.827
C 2.634 0.662 -2.272
O 2.817 1.339 -3.296
O 1.647 0.582 -1.512
H 5.119 -1.257 -3.338
H 3.939 -3.491 -2.261
H 6.337 -2.276 -1.589
H 5.620 -3.417 -0.433
H 5.849 -0.488 -0.063
H 5.104 -1.652 1.045
H 3.085 -0.401 0.226
H 4.710 0.559 -1.793
S 5.126 -0.020 4.145
C 6.341 0.409 5.278
C 5.807 0.812 6.462
C 4.395 0.779 6.463
C 3.856 0.349 5.277
C 2.458 0.204 4.905
C 2.091 -0.299 3.632
N 0.864 -0.444 3.217
C -0.146 -0.064 4.023
C 0.092 0.428 5.326
C -1.022 0.803 6.145
C -2.289 0.734 5.677
C -2.564 0.282 4.348
C -3.854 0.248 3.798
C -4.049 -0.164 2.493
C -2.899 -0.580 1.774
N -1.698 -0.576 2.274
C -1.493 -0.138 3.526
C -5.352 -0.194 1.850
C -5.642 -0.508 0.549
C -7.024 -0.443 0.248
C -7.782 -0.080 1.314
S -6.818 0.192 2.713
C 1.419 0.542 5.754
H 7.378 0.338 4.992
H 6.403 1.126 7.307
H 3.792 1.064 7.313
H 2.867 -0.596 2.928
H -0.824 1.159 7.150
H -3.124 1.037 6.300
H -4.700 0.566 4.398
H -2.973 -0.927 0.745
H -4.882 -0.776 -0.173
H -7.432 -0.660 -0.728
H -8.850 0.052 1.376
H 1.622 0.912 6.752
C -0.041 -5.853 1.529
N 0.484 -4.700 2.240
C 0.777 -4.751 3.656
C 0.583 -3.540 1.529
O 0.329 -3.469 0.351
H -0.094 -6.714 2.193
H 0.597 -6.090 0.676
H -1.036 -5.633 1.136
H 0.634 -5.767 4.018
H 0.122 -4.088 4.231
H 1.813 -4.465 3.857
H 0.910 -2.677 2.131
C 0.114 1.888 -4.809
C -0.473 0.733 -5.570
C 0.116 0.304 -6.749
C -0.416 -0.765 -7.448
Cl 0.263 -1.223 -8.990
C -1.478 -1.482 -6.940
C -2.070 -1.073 -5.753
C -1.619 0.071 -5.100
O -2.254 0.644 -4.044
C -3.430 0.019 -3.545
C -3.127 -1.267 -2.700
O -3.606 -2.327 -3.148
O -2.456 -1.078 -1.663
H 1.192 1.919 -4.952
H -0.061 1.771 -3.741
H -0.329 2.834 -5.139
H 1.001 0.811 -7.109
H -1.847 -2.356 -7.459
H -2.870 -1.664 -5.326
H -4.114 -0.235 -4.359
H -3.897 0.765 -2.898
C -0.397 5.814 -1.087
C -1.435 4.697 -1.184
C -2.700 5.081 -0.397
C -1.792 4.445 -2.647
N -0.778 3.505 -0.645
N -1.461 2.280 -0.714
H -0.777 6.749 -1.503
H 0.498 5.512 -1.632
H -0.117 5.983 -0.043
H -3.168 5.976 -0.814
H -2.454 5.273 0.651
H -3.434 4.272 -0.429
H -2.267 5.326 -3.086
H -2.475 3.600 -2.744
H -0.887 4.208 -3.207
H -0.502 3.658 0.317
H -1.255 1.809 -1.585
H -2.467 2.362 -0.601
*
```

---

6.
A 12-piece molecular cluster, C12H48N20O13 overall, computed with ωB97M-V/def2-TZVPD.

LUMO energy, eV: -0.114
E_tot, a.u.: -2559.6735
HOMO-LUMO gap, eV: 8.68
SMILES: NC(N)=O.NC(N)=O.NC(N)=O.NC(N)=O.NC(N)=O.NC(N)=O.NC(N)=O.NC(N)=O.NC(N)=O.NC(N)=O.OCCO.O
Highest occupied orbital energy, Eh: -0.3232

Geometry as ORCA input:
```
! wB97M-V def2-TZVPD RIJCOSX def2/J DEFGRID3
* xyz 0 1
N -3.450 2.956 -1.086
C -2.577 3.993 -1.173
N -1.589 3.810 -2.075
O -2.668 5.002 -0.471
H -2.949 2.094 -0.894
H -4.431 3.084 -0.941
H -0.966 4.580 -2.247
H -1.726 3.053 -2.722
N 1.712 1.437 -3.051
C 1.074 1.932 -4.129
N 1.673 2.967 -4.741
O -0.064 1.570 -4.456
H 2.683 1.688 -2.966
H 1.375 0.662 -2.514
H 2.625 3.178 -4.504
H 1.186 3.218 -5.584
N -0.064 -3.066 2.016
C 1.066 -2.333 2.108
N 1.783 -2.556 0.975
O 1.262 -1.427 2.926
H -0.212 -3.645 1.204
H -0.779 -2.915 2.715
H 2.615 -2.052 0.723
H 1.407 -3.208 0.316
N 5.863 0.887 2.243
C 4.647 0.516 1.825
N 3.880 -0.282 2.582
O 4.255 0.800 0.672
H 6.396 1.506 1.659
H 6.221 0.585 3.132
H 2.881 -0.395 2.489
H 4.251 -0.535 3.486
N 1.236 3.678 3.026
C 0.864 4.384 1.894
N -0.486 4.293 1.815
O 1.669 4.545 0.978
H 2.212 3.550 3.228
H 0.494 3.179 3.481
H -1.161 4.427 2.546
H -0.860 4.335 0.877
N -4.234 -1.718 2.031
C -3.765 -2.659 2.897
N -4.663 -3.620 3.213
O -2.617 -2.565 3.319
H -5.103 -1.857 1.547
H -3.836 -0.799 2.059
H -4.348 -4.360 3.814
H -5.618 -3.525 2.926
N -5.149 -0.290 -1.427
C -4.040 -0.682 -2.104
N -4.054 -0.308 -3.377
O -3.099 -1.380 -1.679
H -5.951 0.123 -1.866
H -5.250 -0.376 -0.431
H -3.404 -0.793 -3.972
H -4.668 0.401 -3.734
N 0.579 0.666 4.450
C -0.638 1.221 4.251
N -1.333 0.656 3.252
O -0.941 2.327 4.719
H 1.260 1.182 4.975
H 0.826 -0.192 3.944
H -1.154 -0.288 2.953
H -2.191 1.087 2.962
N 2.355 -3.142 -1.793
C 3.673 -2.867 -2.058
N 4.012 -1.583 -2.298
O 4.473 -3.795 -2.113
H 1.780 -2.317 -1.738
H 2.054 -4.096 -1.772
H 4.941 -1.539 -2.683
H 3.327 -0.852 -2.374
N -0.250 -5.660 -2.627
C -0.733 -4.540 -2.040
N -1.105 -3.550 -2.872
O -0.910 -4.391 -0.819
H 0.291 -6.262 -2.031
H -0.184 -5.710 -3.627
H -0.958 -3.737 -3.849
H -1.439 -2.669 -2.517
O -1.918 0.706 -0.088
C -0.687 0.211 -0.635
C 0.480 0.941 0.011
O 1.689 0.475 -0.514
H -2.488 -0.037 -0.323
H -0.701 -0.865 -0.438
H -0.663 0.379 -1.717
H 0.506 0.925 1.105
H 0.366 2.007 -0.227
H 2.463 0.624 0.045
O 4.118 3.409 -0.273
H 3.333 3.723 0.197
H 4.219 2.474 -0.020
*
```